Entry 1:
92
Properties=species:S:1:pos:R:3:lowdin_charge:R:1 method="wB97M-V/def2-TZVPD" homo_ha=-0.30105 energy_ha=-12961.94978 de_lowest_ev=0.000 homo_lumo_gap_ev=2.5 charge=+1
C 9.45948 3.09791 0.70093 -0.105
C 8.47681 2.68883 -0.39087 -0.231
C 7.58663 1.47231 -0.11633 -0.633
Cl 8.37976 0.20387 0.86258 0.708
N 6.34478 1.85244 0.56070 0.100
C 6.47509 2.55354 2.00625 -0.677
O 6.45355 1.70454 2.87494 0.038
O 6.57260 3.75318 1.91696 0.097
C 5.18480 1.62956 0.06905 -0.447
N 4.99915 0.92809 -1.15672 -0.311
S 5.44541 1.80639 -2.57368 0.865
N 4.05571 2.03570 0.82519 -0.128
C 3.01723 2.66777 -0.01427 -0.134
C 3.51393 3.75824 -0.93577 -0.556
O 4.27911 4.62322 -0.63654 0.156
O 2.92075 3.66569 -2.14605 0.066
P 3.39005 0.54636 1.53127 0.866
C 1.72589 0.99036 2.03899 -0.278
O 4.09182 0.31153 2.94662 -0.232
H 10.12677 3.84817 0.27505 0.082
H 8.96684 3.57104 1.54524 0.071
H 10.08581 2.27661 1.04122 0.053
H 7.79285 3.52800 -0.54222 0.120
H 9.01389 2.52490 -1.32437 0.115
H 7.37928 0.96314 -1.05008 0.051
H 5.45992 0.02675 -1.14136 0.076
H 4.32412 1.61936 -3.28728 -0.120
H 2.40967 1.95568 -0.58332 0.104
H 2.33588 3.16211 0.68032 0.143
H 3.28197 4.38535 -2.68802 0.137
H 1.10401 1.05662 1.14299 0.034
H 1.33280 0.24443 2.71823 0.022
H 1.65692 1.94702 2.56203 0.059
H 5.01117 0.01141 2.86787 0.058
C -2.23940 -2.78992 2.95499 -0.089
C -2.47609 -2.14099 1.74035 -0.147
C -1.43164 -1.51346 1.07911 -0.191
C -0.15341 -1.54473 1.64715 -0.319
C 0.08748 -2.17585 2.85477 -0.042
C -0.97024 -2.80311 3.50685 -0.030
H -3.06848 -3.27028 3.45450 0.031
H -3.47699 -2.12370 1.32392 0.089
H -1.61649 -0.99669 0.13733 0.105
H 0.69600 -1.03241 1.16159 -0.098
H 1.08166 -2.18441 3.28285 0.137
H -0.79667 -3.29596 4.45340 0.131
Li -1.64530 -3.77290 -0.35048 0.620
B 4.45318 0.54174 -6.98422 -0.969
O 4.27607 0.19937 -5.41815 0.258
C 4.82172 -0.87166 -5.20458 -0.331
O 4.85679 -1.44241 -4.00343 -0.364
C 5.46384 -1.49760 -6.46753 -0.398
O 6.02691 -2.54370 -6.46178 0.211
O 5.22513 -0.66146 -7.43734 0.266
F 5.15948 1.68356 -7.06298 0.244
F 3.21676 0.59609 -7.51729 0.238
C -5.08473 -3.85762 -2.85980 -2.016
Cl -5.11182 -5.60846 -2.86705 0.588
Cl -6.68158 -3.21438 -2.54730 0.608
Cl -4.00132 -3.29908 -1.50730 0.433
Cl -4.45497 -3.24235 -4.37134 0.594
Al 0.98914 -1.78938 -0.47336 0.873
C -9.59527 -0.60902 -4.37329 -0.710
O -9.58157 -1.35182 -5.33609 0.031
N -8.61017 -0.65457 -3.41790 0.100
N -10.57971 0.31029 -4.15756 0.160
H -8.58636 -0.06748 -2.60613 0.088
H -7.89144 -1.33679 -3.55961 0.005
H -11.31457 0.36173 -4.83857 0.109
H -10.60437 0.92331 -3.36527 0.085
C -0.19499 0.41210 5.48880 -0.108
C -0.68388 1.78608 4.97216 -0.500
O -0.14458 2.11535 3.78254 -0.247
H 0.89130 0.40845 5.60671 0.067
H -0.64275 0.17610 6.46087 0.065
H -0.48517 -0.37005 4.78120 0.024
H -0.44445 2.49969 5.79232 0.108
H -1.79828 1.73925 4.98837 0.059
C -11.92260 -2.35912 -1.26066 -2.054
Cl -12.89690 -2.72157 -2.67751 0.552
Cl -12.14271 -0.66324 -0.80201 0.515
Cl -12.40591 -3.39345 0.08369 0.534
Cl -10.21444 -2.63611 -1.64073 0.518
Br -4.27114 0.00088 4.00491 0.689
C -6.13980 -0.49906 3.77801 -0.675
C -6.46836 -1.77210 4.51561 -0.656
Br -5.72732 -3.33966 3.61954 0.659
H -6.31153 -0.58180 2.70962 0.048
H -6.72218 0.32775 4.17757 0.064
H -7.54258 -1.93516 4.55250 0.064
H -6.06307 -1.78254 5.52196 0.056
Cl 3.29528 -1.74572 -3.44341 0.746

***

Entry 2:
79
Properties=species:S:1:pos:R:3:lowdin_charge:R:1 method="wB97M-V/def2-TZVPD" homo_ha=-0.19049 energy_ha=-5840.14701 de_lowest_ev=0.000 homo_lumo_gap_ev=4.6
Al 0.90084 -0.25929 0.26484 -0.010
C 4.16859 -1.04124 -1.83159 -0.053
C 3.98495 0.45981 -1.59441 -0.566
O 5.04728 1.23177 -2.14604 -0.049
P 3.85756 0.77329 0.22649 0.567
O 3.59631 2.27619 0.46747 -0.122
O 5.27345 0.42140 0.85000 -0.063
O 2.76376 -0.13627 0.81520 -0.145
P 2.27250 1.04212 -2.10121 0.485
O 2.25610 0.73085 -3.65778 -0.075
O 2.20138 2.48724 -1.68966 -0.258
O 1.32506 -0.04148 -1.50561 -0.184
H 4.94929 -1.48996 -1.25972 0.070
H 4.42628 -1.23794 -2.90032 0.108
H 3.22938 -1.59845 -1.63771 0.092
H 5.18559 0.89071 -3.08862 0.142
H 3.05179 2.61413 -0.37567 0.076
H 5.99927 1.07215 0.76129 0.125
H 1.94106 1.40284 -4.26471 0.099
C -4.02466 2.11242 -2.83798 -0.048
C -3.71570 0.80446 -3.63004 -0.417
C -2.54205 0.93925 -4.57716 -0.080
C -3.75226 -0.49081 -2.79748 -0.120
N -2.75235 -0.62673 -1.78011 -0.051
C -1.60560 -0.05288 -1.42482 -0.083
N -0.96455 -0.73296 -0.50376 0.067
N -1.76937 -1.85366 -0.31376 0.084
N -2.82431 -1.75601 -1.03495 0.099
H -4.11637 2.96069 -3.52745 0.080
H -3.17618 2.27065 -2.10623 0.085
H -4.96410 2.00505 -2.26652 0.090
H -4.61758 0.59511 -4.20475 0.126
H -1.74313 1.55564 -4.18847 0.063
H -2.95142 1.47289 -5.44221 0.086
H -2.09810 0.00762 -4.93256 0.082
H -3.66621 -1.37350 -3.49051 0.144
H -4.73940 -0.63300 -2.27471 0.152
H -1.23416 0.84772 -1.83163 0.131
C 0.21687 -4.93583 -0.08629 -0.020
C 1.64425 -4.91181 0.44865 -0.162
C 2.77076 -4.97821 -0.39218 -0.080
C 4.08438 -5.00534 0.04204 -0.719
Cl 5.35516 -4.88716 -1.06935 0.695
C 4.28106 -4.96105 1.42965 -0.099
C 3.20890 -4.82120 2.29520 -0.007
C 1.89837 -4.71699 1.83703 -0.233
O 0.89482 -4.32588 2.67267 -0.029
C 0.93390 -3.08133 3.31787 -0.076
C 0.80793 -1.81089 2.46726 -0.455
O 0.70644 -0.78663 3.14689 0.041
O 0.81740 -1.88840 1.14559 0.030
H 0.20843 -5.07990 -1.18955 0.088
H -0.34493 -4.05034 0.18679 0.048
H -0.27834 -5.81651 0.28799 0.079
H 2.56638 -4.92789 -1.45463 0.105
H 5.28204 -5.00947 1.79368 0.095
H 3.45576 -4.78720 3.34752 0.120
H 1.83614 -2.93335 3.96422 0.147
H 0.08597 -3.08746 4.01244 0.149
C 0.70103 3.69986 1.34624 0.053
C 0.80079 2.24303 1.74645 -0.388
N 1.26465 1.87621 2.93550 0.249
O 0.41489 1.36010 0.87756 0.041
H -0.22098 3.79587 0.78225 0.104
H 1.54691 3.98767 0.75949 0.071
H 0.71072 4.25947 2.29885 0.104
H 1.76735 2.54838 3.52325 0.150
H 1.07789 0.94126 3.29912 0.092
Se -3.91669 1.39980 2.51216 0.308
C -4.75276 3.05839 2.61787 -0.823
C -4.27697 4.30204 2.09363 -0.148
C -4.95130 5.44786 2.40951 -0.200
N -5.97481 5.49004 3.28284 0.010
C -6.36390 4.34718 3.80660 -0.204
C -5.85753 3.09941 3.45817 -0.193
H -3.38599 4.26325 1.48724 0.062
H -4.68161 6.39629 1.94609 0.089
H -7.21458 4.40987 4.50106 0.097
H -6.29173 2.22702 3.94548 0.078

***

Entry 3:
79
Properties=species:S:1:pos:R:3:lowdin_charge:R:1 method="wB97M-V/def2-TZVPD" homo_ha=-0.41821 energy_ha=-8203.67211 homo_lumo_gap_ev=6.3 charge=+1
C -0.89426 0.08115 6.38654 0.173
C -1.57145 -0.32713 5.20268 -0.038
N -2.08086 -0.49226 3.75523 -0.013
C -3.53656 -0.95996 3.66446 -0.077
C -4.37950 -0.67428 5.08044 -0.149
O -5.80281 -0.94607 4.78871 -0.109
C -6.58288 0.30626 4.67289 -0.243
O -6.77369 1.19370 5.66481 0.007
C -7.26761 0.65568 3.20708 -0.148
C -8.80106 0.09308 3.03603 -0.132
C -1.27497 -0.24968 2.63989 -0.116
N -1.75527 -0.46387 1.22093 0.033
C -1.19641 -1.80453 0.81328 -0.415
P -1.08220 -1.88215 -1.09024 0.730
N -2.24639 -1.08949 -1.88587 -0.301
C 0.16267 -2.26837 1.61906 -0.274
S 1.20998 -3.54972 0.75307 0.723
C 0.04807 -5.01184 0.37063 -0.162
O 2.28838 -4.15043 1.73577 -0.411
O 1.93039 -3.10187 -0.53011 -0.396
C 1.03262 -0.98950 2.25557 -0.278
C 2.31780 -0.54323 1.34446 -0.548
Br 4.13459 -1.32841 1.84209 0.683
C 2.32420 0.37656 0.17987 -0.598
C 3.70774 0.72501 -0.68723 -0.144
Br 0.64919 1.27472 -0.42663 0.745
N 0.17150 0.15715 2.72432 0.096
H -0.24660 0.19147 7.38321 0.109
H -3.56001 -2.11519 3.46513 0.155
H -4.15490 -0.39826 2.82904 0.140
H -4.24576 0.41740 5.47957 0.146
H -4.06371 -1.46637 5.91415 0.158
H -6.60924 0.07184 2.40212 0.107
H -7.21536 1.79581 2.92991 0.132
H -9.38128 0.64261 2.15034 0.096
H -9.47883 0.23920 4.00326 0.099
H -8.86854 -1.06097 2.77406 0.089
H -2.77387 -0.36415 1.08889 0.117
H -2.03077 -2.60552 1.11394 0.141
H -1.16670 -3.29972 -1.46601 0.024
H 0.20834 -1.41206 -1.52285 -0.008
H -2.85062 -0.62999 -1.17038 -0.051
H -0.24547 -2.83066 2.59354 0.160
H -1.08191 -4.67817 0.28843 0.058
H 0.44796 -5.54509 -0.59830 0.109
H 0.07304 -5.83543 1.23367 0.107
H 1.50791 -1.44767 3.25307 0.162
H 4.22788 -0.26104 -1.04993 0.064
H 3.44008 1.34853 -1.66935 0.095
H 4.38894 1.42675 -0.03857 0.099
H 0.46744 0.58574 3.61193 0.135
C 0.20127 7.27077 -3.44328 -0.063
C 0.46410 5.92099 -4.08327 -0.209
O -0.05081 4.86381 -3.26019 0.005
C -1.39285 4.60789 -3.37675 -0.323
O -2.14511 5.22583 -4.12509 0.152
C -1.79532 3.43236 -2.48690 -0.477
F -1.25853 3.51045 -1.23490 0.070
F -1.38700 2.23648 -3.00117 0.117
F -3.14367 3.33122 -2.31343 0.141
H 0.60207 7.29865 -2.42421 0.083
H 0.66190 8.07296 -4.02745 0.086
H -0.87164 7.47022 -3.36809 0.078
H 1.54379 5.75989 -4.16860 0.127
H 0.04944 5.86522 -5.09600 0.129
C 5.04189 -2.38920 -3.59987 -0.058
C 6.24145 -1.87339 -2.82813 -0.217
O 7.42860 -1.94973 -3.63128 0.013
C 7.61940 -0.92686 -4.52431 -0.321
O 6.84313 0.01435 -4.66319 0.142
C 8.93894 -1.10680 -5.27405 -0.470
F 9.12951 -2.38668 -5.70685 0.142
F 10.01710 -0.80513 -4.49438 0.144
F 9.03652 -0.31620 -6.38031 0.144
H 5.23097 -3.40088 -3.97493 0.088
H 4.15111 -2.40723 -2.96495 0.071
H 4.83280 -1.76151 -4.47098 0.080
H 6.41114 -2.50468 -1.94971 0.129
H 6.08058 -0.85238 -2.46435 0.109